The following is a DFT calculation (wB97M-V/def2-TZVPD) of a cluster of 2 separate species, C8H11Br2NO3 in total at a distorted geometry.

Structure (SMILES): CCOC(=C=O)OCC.N=C=C(Br)Br
Relative energy (zero: lowest compared OMol25 entry of this formula, charge and spin), kJ/mol: 138.1

Geometry (Å):
C 1.0395 -3.0138 0.5336
C 2.2344 0.1852 1.4081
C -2.0002 -1.0111 1.8697
C 2.3332 0.3056 -1.8274
C -0.8703 0.0129 1.9672
C 1.3613 1.4034 -1.4624
C 1.1118 0.6266 0.8611
C 1.6084 -2.8335 1.6736
N 0.5117 -3.5402 -0.4313
O 3.1836 0.0090 2.0552
O -0.0161 -0.1529 0.8318
O 1.3024 1.6603 -0.0379
Br 3.5767 -2.9652 1.4746
Br 1.0387 -2.5386 3.4779
H -2.7690 -0.6722 1.1909
H -1.6737 -1.8194 1.2706
H -2.3968 -1.2617 2.7412
H 3.2458 0.5922 -1.5568
H 2.0092 -0.5130 -1.3250
H 2.3792 0.0281 -2.7745
H -0.3895 -0.1677 3.0021
H -1.2666 1.0581 1.9251
H 0.4521 1.1921 -1.9246
H 1.7247 2.4160 -1.9846
H 0.3124 -3.2095 -1.3303

---

The following is a DFT calculation (wB97M-V/def2-TZVPD) of the molecule C7H8N2 at a distorted geometry.

Structure (SMILES): C[C@@H]1C=Cn2cncc21
Relative energy (zero: lowest compared OMol25 entry of this formula, charge and spin), kJ/mol: 340.4

Geometry (Å):
C -2.1682 -0.9135 -0.2734
C -0.9904 -0.1180 0.4910
C -0.9293 1.2946 0.1455
C 0.3501 1.6099 -0.1969
C 2.5622 0.5081 0.0781
C 1.3892 -1.4417 0.0564
C 0.4656 -0.6056 0.0545
H -2.1795 -0.6248 -1.2834
H -3.2407 -0.6893 0.0694
H -1.9701 -2.0648 -0.3341
H -0.7764 -0.2316 1.7939
H -1.6575 2.0347 0.2617
H 0.6732 2.5055 -0.6151
H 3.1194 1.4383 0.0064
H 1.3657 -2.5973 -0.1091
N 1.1995 0.6715 -0.1002
N 2.7872 -0.7761 -0.0446

---

The following is a DFT calculation (wB97M-V/def2-TZVPD) of a cluster of 5 separate species, C12H16F4O14P2 in total at a distorted geometry.

Structure (SMILES): O=C1OC[C@@H](F)O1.O=C1OC[C@@H](F)O1.O=C1OC[C@@H](F)O1.O=C1OC[C@@H](F)O1.OP(O)#[PH2]

Geometry (Å):
O -0.8986 0.7972 -0.2920
P -0.6174 0.2882 -1.9098
O -0.8289 1.5839 -2.9958
P 1.3483 -0.6308 -2.0813
H -1.2820 1.6941 -0.2778
H -1.5913 1.3222 -3.5232
H 1.3147 -1.3396 -3.3097
H 2.4065 0.3263 -2.1306
C -1.5475 5.3653 -0.2804
C -2.7697 4.5765 -0.6406
O -3.5773 4.7070 0.5114
C -3.2436 5.9081 1.0655
O -3.8965 6.4687 1.8815
O -2.0802 6.3846 0.5618
F -2.4751 3.2584 -0.8216
H -0.8217 4.7776 0.2772
H -1.0552 5.7953 -1.1519
H -3.3093 4.9527 -1.5129
C -0.5350 -5.5046 -1.8837
C -0.6027 -4.5188 -0.7579
O -0.2178 -3.3066 -1.3815
C -0.5952 -3.4155 -2.6828
O -0.6750 -2.4986 -3.4397
O -0.8818 -4.6987 -3.0118
F 0.2953 -4.8157 0.2171
H 0.4789 -5.9125 -2.0282
H -1.2386 -6.3285 -1.7571
H -1.5958 -4.4039 -0.3154
C 4.3617 -4.4614 0.1324
C 5.2468 -4.9608 -0.9702
O 4.3678 -5.7667 -1.7353
C 3.1293 -5.2346 -1.5646
O 2.1927 -5.4822 -2.2594
O 3.0934 -4.3822 -0.5148
F 6.2470 -5.7388 -0.4880
H 4.3005 -5.1618 0.9684
H 4.6712 -3.4883 0.5106
H 5.6667 -4.1750 -1.6029
C -2.2204 3.6026 4.3128
C -0.8344 3.3776 4.8405
O -0.0193 3.7087 3.7323
C -0.7145 4.6326 3.0167
O -0.2350 5.3238 2.1764
O -2.0231 4.6714 3.3871
F -0.6321 2.0755 5.1592
H -2.6144 2.7317 3.7839
H -2.9234 3.8868 5.0942
H -0.5681 4.0086 5.6920

---

The following is a DFT calculation (wB97M-V/def2-TZVPD) of the molecule C8H11NO2 at a distorted geometry.

Structure (SMILES): CC(C)(C)N1C(=O)C=CC1=O
Relative energy (zero: lowest compared OMol25 entry of this formula, charge and spin), kJ/mol: 171.4

Geometry (Å):
C -0.8432 2.3007 2.3307
C 0.3688 2.6756 2.1394
C -1.1524 0.9462 1.5750
C 0.8974 1.8296 1.0621
C 0.0381 0.4386 -1.6223
C 1.3555 -1.0535 -0.1585
C -1.0397 -1.3529 -0.3104
C 0.0793 -0.2452 -0.2488
N -0.1111 0.7231 0.7691
O -2.0850 0.2504 1.9031
O 1.9443 1.9669 0.5185
H -1.3768 2.6573 3.2035
H 0.7097 3.5128 2.5997
H -0.7208 1.2643 -1.6159
H 0.9525 0.8937 -1.9958
H -0.1602 -0.3659 -2.4147
H 2.2697 -0.4260 -0.0713
H 1.6206 -1.6747 -1.0190
H 1.3737 -1.6500 0.8624
H -2.0362 -0.9585 -0.3767
H -0.7524 -2.0278 -1.2181
H -1.0373 -1.8466 0.6528

---

The following is a DFT calculation (wB97M-V/def2-TZVPD) of a structure of composition CH2S3 at a distorted geometry.

Relative energy (zero: lowest compared OMol25 entry of this formula, charge and spin), kJ/mol: 53.5

Geometry (Å):
C 0.5631 -0.3718 -0.0903
H -0.8212 0.8892 1.3372
H -1.3260 0.5021 -0.8276
S 0.4744 0.8887 1.0919
S -0.6464 -0.5091 -1.3468
S 1.7561 -1.3990 -0.1645

---

The following is a DFT calculation (wB97M-V/def2-TZVPD) of a structure of composition C29H43N4OP2Pt at a distorted geometry.

Charge: +1

Geometry (Å):
Pt -0.0101 0.5798 0.1430
C -3.0392 3.5409 -2.3001
C -1.8457 3.0545 -1.4725
C -0.5194 3.3713 -2.1699
P -1.8876 1.3019 -0.9451
C -3.5405 1.1182 -0.0920
C -3.3295 0.7080 1.3654
C -4.4773 0.1363 -0.7935
C -1.8677 0.1874 -2.3557
C -2.5831 0.3456 -3.5421
C -2.5363 -0.6217 -4.5275
C -1.7721 -1.7648 -4.3102
C -1.0486 -1.9379 -3.1456
C -1.0724 -0.9492 -2.1495
N -0.3019 -0.9987 -0.9889
C 0.4081 -2.1498 -0.5896
C -0.1537 -3.4279 -0.6014
C 0.5556 -4.5032 -0.0755
C 1.8141 -4.3228 0.4830
C 2.3784 -3.0508 0.4908
C 1.6920 -1.9736 -0.0481
P 2.2041 -0.2312 -0.0887
C 3.5723 -0.0555 1.1236
C 4.2426 1.3118 0.9429
C 3.0444 -0.1932 2.5520
C 3.0398 0.0033 -1.7137
C 2.0848 -0.1194 -2.8976
C 4.2282 -0.9472 -1.8695
H -3.1304 4.6236 -2.2024
H -3.9893 3.1040 -1.9907
H -2.8902 3.3263 -3.3581
H -1.8547 3.5732 -0.5058
H -0.4937 2.9169 -3.1628
H 0.3317 2.9935 -1.6018
H -0.4033 4.4497 -2.2877
H -3.9953 2.1119 -0.1083
H -2.8255 -0.2589 1.4205
H -4.2936 0.6240 1.8723
H -2.7190 1.4350 1.9059
H -4.0429 -0.8654 -0.8254
H -4.7003 0.4302 -1.8190
H -5.4208 0.0801 -0.2469
H -3.1881 1.2291 -3.6927
H -3.0858 -0.4922 -5.4494
H -1.7285 -2.5333 -5.0719
H -0.4378 -2.8203 -3.0255
H -1.1491 -3.5751 -0.9996
H 0.1078 -5.4892 -0.0909
H 2.3524 -5.1603 0.9061
H 3.3622 -2.9078 0.9222
H 4.3017 -0.8448 0.9292
H 3.4982 2.1129 0.9403
H 4.8144 1.3760 0.0175
H 4.9301 1.4994 1.7687
H 2.3609 0.6287 2.7696
H 3.8745 -0.1360 3.2590
H 2.5198 -1.1361 2.7157
H 3.3993 1.0365 -1.6822
H 1.7501 -1.1502 -3.0282
H 2.6062 0.1777 -3.8089
H 1.2053 0.5145 -2.7853
H 3.9187 -1.9859 -1.7358
H 5.0348 -0.7344 -1.1678
H 4.6364 -0.8525 -2.8768
C 0.1569 2.7187 4.5050
N -0.1028 1.3166 4.1636
C -0.3429 0.3807 5.1252
C -0.5495 -0.9180 4.8263
C -0.4896 -1.2776 3.4420
N -0.2646 -0.3561 2.5189
C -0.0885 0.9265 2.8492
O 0.1157 1.7894 1.9473
N -0.6466 -2.5378 3.0361
H -0.2850 2.9300 5.4746
H -0.2864 3.3552 3.7468
H 1.2290 2.9067 4.5396
H -0.3551 0.7492 6.1415
H -0.7460 -1.6452 5.5994
H -0.7606 -3.2833 3.6987
H -0.5194 -2.7678 2.0589

---

The following is a DFT calculation (wB97M-V/def2-TZVPD) of a cluster of 2 separate species, C4H8N2 in total at a distorted geometry.

Structure (SMILES): CC(C)=N.C#N
Relative energy (zero: lowest compared OMol25 entry of this formula, charge and spin), kJ/mol: 185.1

Geometry (Å):
C -2.7839 -1.5507 2.1082
C -0.3133 0.9350 -1.0550
C 1.8638 -0.2256 -0.1623
C 0.3473 -0.0599 -0.1147
N -3.8580 -1.9147 1.8923
N -0.3834 -0.5092 0.7853
H -1.0139 1.6907 -0.6624
H 0.4714 1.3051 -1.6164
H -0.9518 0.2470 -1.6098
H 2.2926 -0.2543 -1.1972
H 1.9834 -1.1611 0.3397
H 2.2208 0.5333 0.3900
H -0.0709 -1.3959 1.2472
H -1.7728 -1.2200 2.1348

---

The following is a DFT calculation (wB97M-V/def2-TZVPD) of a cluster of 9 separate species, C44H83F9O24 in total at a distorted geometry.

Structure (SMILES): CCOC(=O)C(F)(F)F.CCOC(=O)C(F)(F)F.CCOC(=O)C(F)(F)F.C[C@H]1COC(=O)O1.C[C@H]1COC(=O)O1.COCCOCCOC.COCCOCCOC.COCCOCCOC.COCCOCCOC
Relative energy (zero: lowest compared OMol25 entry of this formula, charge and spin), kJ/mol: 46.0

Geometry (Å):
C -2.9201 -0.1870 -1.2496
O -1.7095 0.0996 -0.4861
C -0.9650 -0.9756 0.0264
C -0.1964 -0.3260 1.1418
O 0.5300 0.8811 0.7791
C 1.6650 1.2233 1.4823
C 2.3074 2.4147 0.7300
O 3.7428 2.3940 0.9240
C 4.2168 2.6427 2.2179
H -2.5910 -0.7227 -2.1400
H -3.6099 0.6274 -1.4708
H -3.4177 -1.0296 -0.7695
H -0.3241 -1.4075 -0.7422
H -1.6690 -1.7213 0.3957
H 0.6088 -0.9985 1.4375
H -0.6146 -0.2535 2.1458
H 2.4273 0.4544 1.6088
H 1.3874 1.6454 2.4482
H 1.8984 3.3469 1.1196
H 2.2013 2.3385 -0.3522
H 5.2358 2.2566 2.1920
H 3.5973 2.1562 2.9713
H 4.1066 3.7177 2.3609
C -5.4121 -3.8752 -10.5897
O -4.4191 -2.8934 -10.2590
C -4.9917 -1.7238 -9.5586
C -4.0894 -0.5116 -9.3661
O -4.8117 0.5115 -8.6322
C -4.1318 1.8095 -8.6296
C -2.9785 2.0207 -7.5614
O -1.8985 1.2690 -7.6943
C -0.9768 1.1971 -6.6017
H -4.8639 -4.5332 -11.2639
H -6.3922 -3.6469 -11.0085
H -5.4926 -4.4929 -9.6952
H -5.1429 -2.1578 -8.5702
H -5.9869 -1.4455 -9.9053
H -3.8535 -0.1801 -10.3774
H -3.2244 -0.9129 -8.8380
H -4.8065 2.6022 -8.3062
H -3.7561 2.1326 -9.6004
H -3.5419 1.5902 -6.7336
H -2.8025 3.0738 -7.3425
H -0.2032 0.4813 -6.8800
H -1.5523 0.8729 -5.7346
H -0.5468 2.1559 -6.3120
C 0.1427 -7.5254 3.2486
O -0.4677 -8.5811 4.0122
C -0.6177 -9.8397 3.2199
C -1.8364 -10.5875 3.7461
O -2.0570 -11.8343 3.0858
C -2.6447 -11.8433 1.7973
C -3.3125 -13.1910 1.5255
O -4.4441 -13.3570 0.6589
C -5.7537 -13.1446 1.3124
H -0.3656 -7.2968 2.3118
H 1.0865 -8.0105 2.9996
H 0.3404 -6.5628 3.7201
H 0.2527 -10.4568 3.4430
H -0.6505 -9.8814 2.1312
H -2.6578 -9.8766 3.8352
H -1.5963 -10.9067 4.7603
H -1.9865 -11.5398 0.9831
H -3.3515 -11.0263 1.6529
H -3.5636 -13.6818 2.4657
H -2.4937 -13.7493 1.0717
H -5.9884 -13.7047 2.2176
H -6.5681 -13.4777 0.6691
H -6.0136 -12.1113 1.5424
C -12.2606 -3.3273 -12.0683
O -13.1736 -2.3921 -11.5832
C -13.5490 -2.6914 -10.2358
C -12.7190 -2.0453 -9.2027
O -12.4309 -2.8945 -8.0763
C -11.5914 -2.2692 -7.1070
C -11.7021 -2.9644 -5.7447
O -11.3390 -4.3420 -5.8425
C -9.9078 -4.5299 -5.8867
H -12.6905 -4.3246 -12.1616
H -11.4187 -3.3477 -11.3763
H -11.9769 -3.0483 -13.0831
H -13.5710 -3.7793 -10.1729
H -14.5944 -2.4522 -10.0409
H -13.1978 -1.1380 -8.8344
H -11.7998 -1.6408 -9.6265
H -11.9386 -1.2601 -6.8848
H -10.5592 -2.2988 -7.4562
H -12.7386 -2.9411 -5.4082
H -11.0602 -2.3627 -5.1012
H -9.8922 -5.4447 -5.2943
H -9.2228 -3.9247 -5.2929
H -9.4658 -4.4901 -6.8823
C 12.1687 6.5428 5.5528
C 10.7082 6.9393 5.3070
O 10.3328 8.1730 5.7990
C 9.0314 8.7652 5.8027
O 8.0465 8.1227 5.4472
C 8.9861 10.2602 6.3518
F 9.4908 11.0781 5.4028
F 7.7021 10.5520 6.7060
F 9.6239 10.2891 7.5481
H 12.6270 7.4910 5.8341
H 12.9027 6.1011 4.8789
H 12.1900 6.0894 6.5438
H 9.9925 6.2632 5.7748
H 10.4992 6.8480 4.2411
C -2.0423 2.8333 7.0150
C -2.2009 3.7797 8.1529
O -3.3807 4.4885 7.9726
C -3.5219 5.6662 8.5880
O -2.6400 6.0831 9.3245
C -4.8019 6.3994 8.3799
F -4.8986 6.6705 7.1075
F -5.8355 5.6858 8.7614
F -4.7653 7.5944 9.0631
H -1.0895 2.3196 7.1434
H -2.0186 3.3724 6.0680
H -2.8020 2.0521 7.0394
H -1.4136 4.5243 8.0351
H -2.2294 3.2797 9.1210
C 4.0936 13.2346 1.6314
C 4.7729 11.9634 1.9242
O 4.1634 11.3737 3.1303
C 3.1761 10.4567 2.8987
O 2.5706 10.2920 1.8071
C 2.6066 9.7629 4.2202
F 1.3066 9.9245 4.4269
F 2.8416 8.4055 4.1254
F 3.2726 10.2491 5.2728
H 3.0479 13.0762 1.3678
H 4.5495 13.8634 0.8666
H 4.0129 13.8412 2.5334
H 5.8139 12.1289 2.2021
H 4.8450 11.4602 0.9600
C 9.7062 -1.2867 -0.0118
C 10.1832 -0.0958 -0.9033
C 10.1261 1.3295 -0.2993
O 11.3260 1.8506 -0.9347
C 12.1582 0.8156 -1.3392
O 13.3282 1.0473 -1.7109
O 11.4775 -0.3903 -1.3823
H 9.5865 -2.2242 -0.5548
H 8.8031 -0.9287 0.4827
H 10.3523 -1.4649 0.8478
H 9.5208 -0.0492 -1.7677
H 10.0893 1.3216 0.7901
H 9.1669 1.8368 -0.4020
C 10.0459 -2.7830 7.5756
C 8.7134 -2.4181 7.0237
C 7.4333 -2.9562 7.6565
O 6.5954 -1.8727 7.7083
C 7.2168 -0.7312 7.5133
O 6.5899 0.3683 7.4278
O 8.4932 -1.0035 7.1074
H 10.7584 -2.1384 7.0608
H 10.2887 -3.8102 7.3031
H 10.1069 -2.6432 8.6548
H 8.7589 -2.7243 5.9786
H 7.6610 -3.4941 8.5768
H 7.0937 -3.6763 6.9120

---

The following is a DFT calculation (wB97M-V/def2-TZVPD) of a cluster of 2 separate species, C6H7NO3 in total at a distorted geometry.

Structure (SMILES): COc1cc(C#N)co1.O
Relative energy (zero: lowest compared OMol25 entry of this formula, charge and spin), kJ/mol: 146.6

Geometry (Å):
C -3.6432 0.0793 0.4022
O -2.5074 0.9329 0.5629
C -1.2951 0.4095 0.4497
C -0.0643 0.9805 0.5698
C 0.8582 -0.1186 0.3981
C 0.1093 -1.2376 0.1610
O -1.1991 -0.9166 0.2305
C 2.2858 -0.0812 0.4779
N 3.4244 -0.1348 0.7056
H -3.6498 -0.3680 -0.5996
H -3.6458 -0.7064 1.1677
H -4.5207 0.7204 0.5271
H 0.1584 2.0338 0.7008
H 0.3552 -2.2813 -0.0005
O 4.6558 0.4789 -2.1308
H 3.8361 0.0456 -2.4033
H 4.8423 0.1635 -1.2192

---

The following is a DFT calculation (wB97M-V/def2-TZVPD) of a structure of composition C7H8N3O2S at a distorted geometry.

Relative energy (zero: lowest compared OMol25 entry of this formula, charge and spin), kJ/mol: 482.6
Charge: +1

Geometry (Å):
C -2.2338 1.6151 1.6007
C 2.7927 0.8054 -1.0567
C 1.7457 0.7818 -1.9116
C 2.5137 0.7174 0.3098
C 0.5001 0.3358 -1.4499
C 1.2927 0.2860 0.7963
C -0.8480 -0.5722 0.2792
N -1.7311 1.8011 2.5859
N 0.2925 0.0877 -0.1332
N -3.6152 -0.9764 -0.1064
O -2.8714 1.4300 0.4717
O -2.4182 0.3661 -1.5993
S -2.3255 0.0254 -0.2522
H 3.8779 0.9870 -1.2334
H 1.8092 0.9158 -2.9910
H 3.2182 0.7494 1.0946
H -0.2288 0.1286 -2.1800
H 0.8664 -0.1361 1.7263
H -0.9236 -0.7489 1.3598
H -4.3902 -0.6686 -0.6205
H -4.0242 -1.2191 0.8328

---

The following is a DFT calculation (wB97M-V/def2-TZVPD) of the molecule C5H6O2.

Structure (SMILES): C#C[C@@H](C)OC=O
Relative energy (zero: lowest compared OMol25 entry of this formula, charge and spin), kJ/mol: 199.2

Geometry (Å):
C 1.1536 -0.6736 1.1421
C 0.3932 0.3342 0.2904
O 0.8499 0.1230 -1.0538
C 0.0422 0.3927 -2.0940
O 0.4201 0.2950 -3.2266
C -1.0622 0.1887 0.4789
C -2.2377 0.0770 0.7163
H 0.8600 -1.6878 0.8548
H 0.9389 -0.5201 2.2030
H 2.2269 -0.5530 0.9792
H 0.6715 1.3570 0.5751
H -0.9742 0.6822 -1.7921
H -3.2821 -0.0153 0.9267

---

Number 1: frontier orbital gap 8.0 eV. Number 2: frontier orbital gap 8.8 eV. Number 3: frontier orbital gap 8.2 eV. Number 4: frontier orbital gap 9.8 eV. Number 5: frontier orbital gap 8.5 eV. Number 6: frontier orbital gap 7.2 eV. Number 7: frontier orbital gap 10.7 eV. Number 8: frontier orbital gap 9.5 eV. Number 9: frontier orbital gap 9.4 eV. Number 10: frontier orbital gap 8.7 eV. Number 11: frontier orbital gap 11.2 eV.